Entry 1:
18
Properties=species:S:1:pos:R:3 method="wB97M-V/def2-TZVPD" total_charge=+1 spin_multiplicity=3 de_lowest_kcal_mol=12.1 lumo_ev="-5.922 / -8.586"
C 0.0596 1.2951 -0.8223
C 1.1014 0.5753 -1.1953
C 0.0009 -0.5998 1.2252
C -1.0962 -0.0613 0.5970
N 1.0424 -1.2762 0.7100
N 0.1089 -0.4670 2.6489
N -1.5087 -0.5208 -0.6504
O -0.7643 0.1302 3.2178
O -2.4314 0.1424 -1.1171
O 1.1109 -0.9692 3.1253
O -0.9488 -1.4723 -1.1815
S 1.6755 -1.0697 -0.8057
S -0.8077 2.6846 -0.8938
S 1.8690 0.9351 -2.7765
H -1.8493 0.6374 1.0895
H 1.7141 -1.8138 1.2666
H -1.8016 2.1940 -1.4928
H 2.5254 -0.3440 -2.9449

Entry 2:
88
Properties=species:S:1:pos:R:3 method="wB97M-V/def2-TZVPD" de_lowest_kcal_mol=27.5 lumo_ev="-0.899 / -0.899"
W 0.0455 0.2064 0.9494
C 3.5400 -3.6707 1.5759
C 3.1372 -2.5372 0.6461
O 4.0445 -2.5241 -0.4366
P 3.1895 -0.9053 1.5387
O 3.0024 -1.2113 3.0862
O 4.7065 -0.4589 1.5457
O 2.3366 0.1946 0.9810
P 1.3767 -2.6403 0.0980
O 1.5836 -1.7233 -1.2092
O 0.7085 -3.9001 -0.2420
O 0.7772 -1.7778 1.2569
H 4.5417 -3.5006 1.9703
H 3.5380 -4.5933 0.9968
H 2.8486 -3.7841 2.4089
H 3.6227 -2.0514 -1.1681
H 2.0976 -1.5066 3.2692
H 4.8701 0.2801 0.9460
H 0.9825 -1.9750 -1.9246
I 2.0191 5.0339 1.5766
C 1.6902 3.5366 2.9604
C 2.0679 3.7162 4.3084
C 1.8464 2.7627 5.2662
I 2.4282 3.1370 7.2289
C 1.2239 1.5335 4.9155
C 0.9078 0.4642 5.7886
C 0.2865 -0.6517 5.2968
C -0.0112 -0.7504 3.9240
N 0.2981 0.2267 3.0810
C 0.8868 1.3627 3.5675
C 1.0932 2.3583 2.5785
O 0.6210 2.0829 1.3821
H 2.5421 4.6483 4.5850
H 1.1552 0.5454 6.8378
H 0.0215 -1.4769 5.9419
H -0.4959 -1.6225 3.5092
S -0.5791 -1.5505 -5.9978
C 0.0405 -0.5731 -4.8090
S -0.7361 -0.3966 -3.2631
C 0.5721 0.6128 -2.6945
N 1.4842 0.7985 -3.5898
N 1.1734 0.1591 -4.7708
C 2.1410 0.2765 -5.8142
C 1.7376 0.4656 -7.1270
C 2.7013 0.5870 -8.1165
C 4.0494 0.5278 -7.7981
C 4.4383 0.3538 -6.4774
C 3.4868 0.2276 -5.4792
S 0.6656 1.4952 -1.1944
H 0.6875 0.5131 -7.3699
H 2.3895 0.7329 -9.1421
H 4.7951 0.6222 -8.5761
H 5.4883 0.3145 -6.2198
H 3.7747 0.1065 -4.4449
I -5.8656 -6.0862 -0.7506
C -4.5043 -4.5628 -0.3653
C -4.4631 -3.9950 0.9029
C -3.5662 -2.9725 1.1563
C -2.7246 -2.5317 0.1393
C -2.7589 -3.1125 -1.1264
C -3.6564 -4.1348 -1.3799
C -1.7936 -1.4219 0.3899
O -1.6887 -0.8533 1.5351
O -1.0321 -0.9481 -0.5064
H -5.1234 -4.3510 1.6807
H -3.5159 -2.5185 2.1368
H -2.0810 -2.7758 -1.8983
H -3.6903 -4.5965 -2.3561
C -2.7112 1.7630 2.0551
C -3.9367 2.7120 2.0113
N -4.1207 3.2744 0.6770
C -4.2355 2.1829 -0.2826
C -2.9456 1.3273 -0.3065
N -2.0034 1.7683 0.7494
C -1.6541 3.1912 0.4656
C -2.9331 4.0489 0.3364
H -3.0114 0.7430 2.2792
H -1.9912 2.0753 2.8153
H -3.8171 3.5372 2.7153
H -4.8456 2.1741 2.2871
H -4.4337 2.6057 -1.2685
H -5.0979 1.5733 -0.0065
H -2.4161 1.3970 -1.2580
H -3.2045 0.2843 -0.1416
H -1.0534 3.2146 -0.4397
H -1.0347 3.5496 1.2809
H -3.0513 4.4252 -0.6811
H -2.8789 4.9127 1.0012

Entry 3:
15
Properties=species:S:1:pos:R:3 method="wB97M-V/def2-TZVPD" de_lowest_kcal_mol=75.9 lumo_ev="-0.110 / -1.569"
C -0.2011 0.9052 -0.1014
C 0.7960 -0.3187 0.0005
C -2.3298 0.3072 0.8139
C 1.9617 -0.5770 -1.0599
N -1.1105 0.9313 1.0103
S -0.1770 -1.9718 0.1673
Cl -3.0688 0.1175 -0.6997
H 0.5136 1.7114 -0.0741
H -0.6686 0.7347 -0.9824
H 1.1198 -0.3997 1.0498
H -2.6090 -0.1542 1.7156
H 1.5108 -0.6438 -2.0053
H 2.3615 -1.4906 -0.9020
H 2.6391 0.2355 -0.8169
H -0.7375 0.6128 1.8842

Entry 4:
18
Properties=species:S:1:pos:R:3 method="wB97M-V/def2-TZVPD" spin_multiplicity=2 de_lowest_kcal_mol=33.9 lumo_ev="0.648 / 0.420"
C 0.1447 0.0352 0.0441
C 0.2238 -0.5818 -1.3851
S 0.1846 0.8883 -2.3638
N 1.2779 0.8985 0.4925
H 0.0673 -0.6635 0.9387
H -0.8613 0.7569 0.1229
H -0.6891 -1.2564 -1.5430
H 0.9988 -1.2721 -1.4920
H 0.4237 0.6090 -3.6851
H 1.6834 1.7091 0.0252
H 2.0109 0.2365 0.7241
H 1.0585 1.5068 1.2975
H 2.8511 -1.3679 2.3901
H 3.8248 -1.5614 1.1848
O 3.0638 -0.9677 1.5572
H -5.2814 0.7116 1.2500
H -5.8395 0.2168 -0.1179
O -5.1422 0.1018 0.5597

Entry 5:
174
Properties=species:S:1:pos:R:3 method="wB97M-V/def2-TZVPD" lumo_ev=-0.139
C 1.0797 -1.5239 6.5127
P 0.1859 -0.3389 5.4319
C 1.1356 1.2063 5.0660
C -0.5522 -1.1619 3.9296
C -1.5733 -2.1969 4.5412
C -1.2130 -3.6403 4.1603
O -0.5279 -4.2924 4.8868
Br -1.9256 -4.4072 2.5094
O 0.3382 -2.0325 3.2022
C 1.5493 -1.4499 2.7261
C 1.6030 -1.7815 1.1849
C 2.0304 -0.5314 0.4020
C 2.2746 -0.7869 -1.0859
N 2.8867 0.3899 -1.7070
C 1.8931 1.3664 -2.1552
C 1.8941 2.5434 -1.1685
C 3.0718 3.0515 -0.6123
C 2.9930 4.0788 0.3188
C 1.7655 4.6346 0.7150
C 0.6286 4.1277 0.1070
C 0.6695 3.1028 -0.8174
O -0.4776 2.6078 -1.4133
C 2.7378 -2.1622 3.3944
C 4.1337 -1.9151 2.8039
C 4.7109 -0.5302 3.0616
O 5.8906 -0.4299 3.3184
O 3.9171 0.5807 3.0513
C -1.2761 -0.1522 2.9689
C -2.1510 -0.8478 1.9134
C -2.5989 0.1635 0.8276
C -4.1272 0.3775 0.7513
N -4.8970 -0.8340 1.0164
C -5.6133 -1.3875 -0.1326
C -4.7700 -2.4523 -0.8227
C -4.4044 -3.6053 -0.1385
C -3.6550 -4.5524 -0.8115
C -3.2881 -4.3516 -2.1327
C -3.6424 -3.2048 -2.8309
C -4.3889 -2.2490 -2.1438
O -4.7527 -1.0890 -2.8229
N -1.9223 1.0101 3.6198
S -3.2363 0.7520 4.5314
O -2.9797 0.3162 5.8589
O -4.2517 -0.0458 3.9203
F -3.8396 2.2124 4.7234
H 0.4130 -1.9040 7.2912
H 1.9003 -1.0098 7.0223
H 1.4556 -2.4051 5.9847
H 1.0922 1.4923 4.0066
H 0.7977 2.0608 5.6555
H 2.1962 1.0435 5.2955
H -2.6081 -1.9758 4.2768
H -1.5291 -2.1807 5.6329
H 1.6053 -0.3606 2.7787
H 0.5911 -2.0842 0.8896
H 2.2478 -2.6461 0.9951
H 1.2481 0.2290 0.5301
H 2.9868 -0.2050 0.8230
H 3.0085 -1.5998 -1.1886
H 1.3764 -1.1190 -1.6321
H 3.4986 0.1089 -2.4617
H 0.8950 0.9207 -2.1616
H 2.0966 1.7221 -3.1651
H 4.0364 2.6449 -0.8849
H 3.9163 4.4358 0.7399
H 1.6303 5.3988 1.4461
H -0.3399 4.5437 0.3916
H -1.0087 2.1339 -0.7623
H 2.8032 -1.8411 4.4443
H 2.4937 -3.2297 3.4427
H 4.2314 -2.1452 1.7369
H 4.8166 -2.5948 3.3178
H 4.2555 1.1264 3.7764
H -0.4533 0.2798 2.3790
H -2.9761 -1.4169 2.3324
H -1.4751 -1.5500 1.4161
H -2.1528 -0.0972 -0.1406
H -2.1628 1.1444 1.0834
H -4.3554 0.7617 -0.2556
H -4.4654 1.1491 1.4514
H -5.5495 -0.6822 1.7714
H -6.4906 -1.9135 0.2679
H -5.9951 -0.6374 -0.8313
H -4.6976 -3.7402 0.8971
H -3.3514 -5.4827 -0.3365
H -2.7039 -5.1074 -2.6805
H -3.3768 -3.0416 -3.8545
H -4.0369 -0.4543 -2.6909
H -1.2935 1.7198 3.9734
C -0.7682 -0.9160 -4.8593
Cl -1.1610 0.7722 -4.5185
Cl 0.9936 -1.1224 -4.9153
Cl -1.4345 -1.9560 -3.5903
Cl -1.4683 -1.3786 -6.4145
C 4.1495 -0.8615 -8.0173
Cl 4.8041 0.3690 -9.1031
Cl 4.8030 -2.4429 -8.4522
Cl 4.6099 -0.4822 -6.3478
Cl 2.3903 -0.8879 -8.1499
C 1.7638 -5.9942 7.2834
Cl 0.1991 -6.5729 6.7105
Cl 2.5868 -5.1238 5.9798
Cl 1.5313 -4.9065 8.6595
Cl 2.7537 -7.3720 7.7804
C 4.2330 7.3012 3.2214
Cl 5.7947 7.8673 2.6130
Cl 3.4269 6.3263 1.9808
Cl 4.4876 6.3118 4.6657
Cl 3.2214 8.6921 3.6313
C 0.2369 -4.6437 -8.7992
Cl 0.2570 -3.7518 -7.2735
Cl 0.7881 -3.5876 -10.1048
Cl 1.3114 -6.0423 -8.6739
Cl -1.4062 -5.1874 -9.1400
C -3.5905 6.5407 0.5980
Cl -5.0811 5.8493 -0.0520
Cl -2.2597 5.3966 0.3566
Cl -3.2195 8.0458 -0.2478
Cl -3.7850 6.8611 2.3242
C 4.8168 3.8110 -4.7127
Cl 3.7208 3.6183 -3.3313
Cl 6.3693 4.4437 -4.1466
Cl 5.0653 2.2345 -5.4755
Cl 4.1207 4.9270 -5.8867
C 0.7239 -5.6086 -2.4138
Cl 1.0000 -4.5541 -3.8012
Cl 0.8575 -7.2957 -2.9255
Cl 1.9417 -5.2707 -1.1716
Cl -0.9022 -5.3176 -1.7530
C -7.6421 3.2889 4.4199
Cl -7.5324 4.0222 6.0253
Cl -7.0247 4.4204 3.2129
Cl -6.6821 1.8100 4.3822
Cl -9.3330 2.9102 4.0606
C 7.3104 0.1811 -0.2313
Cl 7.4371 -1.1677 0.8954
Cl 7.3822 1.7088 0.6566
Cl 8.6387 0.1152 -1.3984
Cl 5.7581 0.0758 -1.0667
C 4.4937 8.8029 -6.5989
Cl 5.7816 9.1948 -7.7420
Cl 3.2603 7.8382 -7.4270
Cl 5.1396 7.8759 -5.2430
Cl 3.7734 10.2929 -5.9804
C -0.0521 8.0065 -3.2385
Cl 0.0918 6.6391 -2.1294
Cl -0.0493 9.5194 -2.3199
Cl 1.3157 7.9845 -4.3478
Cl -1.5592 7.8740 -4.1509
C 5.7517 -5.5781 -6.0861
Cl 5.9360 -6.7915 -4.8138
Cl 5.6104 -3.9755 -5.3559
Cl 7.1651 -5.6159 -7.1479
Cl 4.2982 -5.9310 -7.0259
C -1.9902 -5.7088 11.2239
Cl -0.6992 -6.1823 12.3342
Cl -2.6051 -4.1161 11.6872
Cl -1.3574 -5.6347 9.5792
Cl -3.2967 -6.9152 11.2961
C -2.9253 5.9337 -7.8866
Cl -3.5677 5.8535 -9.5306
Cl -3.9070 7.0459 -6.9239
Cl -2.9706 4.3252 -7.1557
Cl -1.2561 6.5141 -7.9311
C -6.4343 -3.5213 10.5420
Cl -8.0048 -4.1039 9.9726
Cl -5.6107 -2.6695 9.2300
Cl -6.6751 -2.4154 11.9024
Cl -5.4441 -4.8887 11.0633
C -4.0590 -3.0350 -11.1877
Cl -5.5384 -3.9377 -10.8438
Cl -3.4314 -2.3419 -9.6860
Cl -2.8580 -4.1233 -11.8983
Cl -4.4148 -1.7311 -12.3262

Entry 6:
42
Properties=species:S:1:pos:R:3 method="wB97M-V/def2-TZVPD" smiles="O=C(NCc1nnc(SCC(=O)N2CCCC2)o1)c1ccc(F)cc1" de_lowest_kcal_mol=0.0 lumo_ev=0.513
O -0.4900 -1.2443 -0.9360
C -0.2162 -2.0240 -0.0445
N -1.1225 -2.4273 0.8854
C -2.4129 -1.7805 1.0067
C -2.3359 -0.7118 2.0405
N -2.2357 -0.8629 3.3184
N -2.0454 0.3558 3.8598
C -2.0300 1.1963 2.8719
S -1.8125 2.9004 2.9576
C -1.5672 3.2192 1.1811
C -0.4098 2.3802 0.6303
O 0.3142 1.7168 1.3466
N -0.2651 2.4432 -0.6980
C -1.0500 3.2167 -1.6385
C -0.5266 2.7795 -3.0082
C 0.9197 2.3860 -2.7177
C 0.7969 1.7002 -1.3640
O -2.2311 0.5902 1.6794
C 1.1262 -2.6584 0.0952
C 2.2537 -1.8985 -0.2004
C 3.5177 -2.4462 -0.0934
C 3.6358 -3.7688 0.2951
F 4.8626 -4.3153 0.3940
C 2.5302 -4.5518 0.5789
C 1.2719 -3.9878 0.4823
H -0.7930 -2.9062 1.7098
H -2.6495 -1.3354 0.0374
H -3.1649 -2.5206 1.2893
H -2.4991 3.0059 0.6573
H -1.3415 4.2824 1.0997
H -0.8850 4.2893 -1.4763
H -2.1189 3.0132 -1.5312
H -1.0798 1.9062 -3.3535
H -0.6142 3.5690 -3.7515
H 1.5459 3.2760 -2.6392
H 1.3352 1.7279 -3.4766
H 0.4870 0.6552 -1.4716
H 1.7041 1.7462 -0.7590
H 2.1276 -0.8704 -0.5002
H 4.4024 -1.8682 -0.3075
H 2.6638 -5.5821 0.8683
H 0.4018 -4.5953 0.6820

Entry 7:
7
Properties=species:S:1:pos:R:3 method="wB97M-V/def2-TZVPD" smiles="O=[N+]([O-])OC([O-])=S" total_charge=-1 de_lowest_kcal_mol=67.8 lumo_ev=3.562
O 1.1078 -1.1825 0.3274
N 0.3723 -0.9527 -0.5988
O 0.3855 -1.5391 -1.6448
O -0.5909 -0.0223 -0.4991
C -0.5997 1.1816 0.7506
O 0.4790 1.6500 0.7278
S -2.0311 1.2226 1.4432

Entry 8:
13
Properties=species:S:1:pos:R:3 method="wB97M-V/def2-TZVPD" total_charge=+1 de_lowest_kcal_mol=94.0 lumo_ev="-4.686 / -4.686"
C -0.4341 -1.2284 0.0245
N -0.5514 0.2579 0.0924
C 0.3017 1.2441 -0.0407
N 1.6405 1.2966 -0.0810
C 2.7484 0.5475 -0.0511
N 3.4883 -0.3420 0.0727
O 4.5026 -0.9242 0.1037
H 0.1731 -1.4188 -0.8795
H -1.4159 -1.7334 -0.0635
H 0.0748 -1.6062 0.8762
H -1.4939 0.5378 -0.1295
H -0.1502 2.3207 0.0726
H 1.8727 2.2579 -0.4577

Entry 9:
7
Properties=species:S:1:pos:R:3 method="wB97M-V/def2-TZVPD" total_charge=+2 spin_multiplicity=2 lumo_ev="-10.623 / -10.685"
C 0.4344 0.2052 0.4256
O -0.2431 -0.9334 -0.6310
Sc 0.6830 -0.2034 -2.2300
Li -1.9994 -0.3083 -0.2699
F -0.8448 0.5269 1.0669
H 0.9270 1.1763 0.5870
H 1.0429 -0.4633 1.0515

Entry 10:
34
Properties=species:S:1:pos:R:3 method="wB97M-V/def2-TZVPD" smiles="O=C1OCCO1.ClCCCl.ClCCCl.ClCCCl" de_lowest_kcal_mol=6.7 lumo_ev=0.288
O -2.4664 -0.4599 -2.0862
C -1.4379 -0.4127 -1.3948
O -1.1135 -1.2796 -0.3952
C 0.2157 -1.0934 -0.0287
C 0.6739 0.1701 -0.7481
O -0.4803 0.5561 -1.4235
H 0.1848 -0.9615 1.0528
H 0.7515 -2.0263 -0.2038
H 1.4520 -0.0080 -1.4904
H 1.0307 1.0092 -0.1509
Cl 0.4093 3.0390 -4.4886
C 0.8290 1.3410 -4.0928
C 1.5984 0.6779 -5.1771
Cl 0.6763 0.4241 -6.6857
H -0.1387 0.8914 -3.8703
H 1.4376 1.3429 -3.1886
H 1.9157 -0.3008 -4.8173
H 2.4730 1.2647 -5.4578
Cl 1.4553 -3.2399 2.4838
C 0.0142 -4.0510 3.1950
C -0.9514 -4.4206 2.1946
Cl -0.4246 -5.7890 1.1394
H -0.3859 -3.1871 3.7258
H 0.2698 -4.8624 3.8765
H -1.2327 -3.4948 1.6927
H -1.8215 -4.6205 2.8199
Cl -1.3707 5.2728 4.2315
C -0.4379 4.4219 2.9691
C -0.7751 2.9009 2.9095
Cl 0.4582 2.0192 1.9742
H 0.6163 4.6432 3.1356
H -0.6658 4.8473 1.9918
H -1.7456 2.8872 2.4134
H -1.0139 2.4987 3.8940

Entry 11:
35
Properties=species:S:1:pos:R:3 method="wB97M-V/def2-TZVPD" total_charge=+1 spin_multiplicity=7 lumo_ev="-3.883 / -3.959"
Co 1.5185 -5.5900 5.3226
V 3.7338 -5.8765 7.0744
O 1.8322 -4.8875 7.1275
H 1.3304 -5.1907 7.8908
O 3.3947 -5.0512 5.0707
H 3.4259 -4.0900 5.0145
O 2.4003 -7.3057 6.2646
H 2.0985 -8.0952 5.8118
C 2.0230 -4.8129 10.4778
C 3.2550 -5.6872 10.4109
O 3.2962 -6.4863 9.1795
H 1.1153 -5.4110 10.3934
H 2.0664 -4.0726 9.6768
H 1.9968 -4.2679 11.4212
H 3.2673 -6.4107 11.2290
H 4.1810 -5.1232 10.4614
H 2.6722 -7.2093 9.3064
C 5.2748 -8.1356 4.7503
C 6.1519 -7.6580 5.8894
O 5.3554 -7.3554 7.0798
H 5.8652 -8.5182 3.9182
H 4.6830 -7.2913 4.3974
H 4.6407 -8.9510 5.0962
H 6.6648 -6.7455 5.5905
H 6.8984 -8.4229 6.1043
H 5.4782 -8.1186 7.6493
C 4.8857 -1.8758 8.4008
C 4.8204 -2.9358 7.3381
O 5.0148 -4.2648 7.9076
H 3.9653 -1.8519 8.9769
H 4.9800 -0.9033 7.9082
H 5.7854 -1.9786 9.0063
H 5.5301 -2.7601 6.5264
H 3.8354 -2.9759 6.8760
H 5.9101 -4.2924 8.2606

Entry 12:
32
Properties=species:S:1:pos:R:3 method="wB97M-V/def2-TZVPD" total_charge=+1 de_lowest_kcal_mol=186.7 lumo_ev="-4.621 / -4.621"
C -3.4486 -1.3023 0.1145
C -1.6869 -0.1451 -0.0554
C -2.7395 0.7334 -0.0381
C 0.9554 0.2621 1.7914
C 1.1621 -1.2233 1.3265
C 1.2975 1.0696 0.5483
C 0.8926 0.1048 -0.5796
C -2.7290 2.2019 -0.3654
C 0.8520 0.6846 -1.9373
C 1.0070 -2.3397 -0.7786
N -3.8826 -0.0886 0.0834
N 1.4513 -1.1498 -0.1045
N 2.7596 1.2917 0.4326
O -2.1223 -1.4124 0.0269
H -4.1718 -2.1803 0.1861
H -0.0975 0.2737 2.2552
H 1.5406 0.5985 2.6374
H 1.9480 -1.7065 1.9640
H 0.2481 -1.7662 1.6471
H 0.8251 1.9740 0.6234
H -2.9211 2.7165 0.5122
H -1.8276 2.5654 -0.6372
H -3.5578 2.2853 -1.0946
H 1.9552 0.5976 -2.2430
H 0.5979 1.6764 -1.9737
H 0.3041 0.0422 -2.5402
H 1.3340 -2.4334 -1.7573
H 1.4136 -3.2918 -0.4092
H 0.0436 -2.5297 -0.5654
H 2.9960 1.5817 1.3427
H 3.2025 1.7534 -0.3328
H 2.3983 -0.8438 -0.0794

Entry 13:
10
Properties=species:S:1:pos:R:3 method="wB97M-V/def2-TZVPD" smiles="S=C(NS)NS" de_lowest_kcal_mol=39.9 lumo_ev=-0.310
S -2.5588 -0.2315 -0.0519
C -0.7964 -0.0596 0.0660
N -0.1807 0.8957 0.6587
S 1.1695 1.5889 -0.1760
N 0.1090 -0.9585 -0.4317
S 1.6820 -1.2544 0.1066
H -0.7798 1.5952 1.1999
H 0.3288 2.1899 -1.0412
H -0.3590 -1.7981 -0.7587
H 1.4076 -2.8387 0.5557

Taking the records one at a time from the top gives energy values of -49359.082, -138848.014, -29121.720, -18684.408, -1014703.243, -42523.806, -21550.547, -9714.655, -26720.079, -90869.213, -82157.348, -17166.979, -36585.350 eV.